{
  "formula": "C5H11N3O3",
  "method": "ωB97M-V with the def2-TZVPD basis set",
  "elements": ["O", "O", "O", "N", "N", "N", "C", "C", "C", "C", "C", "H", "H", "H", "H", "H", "H", "H", "H", "H", "H", "H"],
  "xyz": [[0.768, 1.152, -1.882], [-2.537, -1.623, -0.828], [0.006, 2.855, -0.267], [0.968, -0.441, -0.224], [0.761, 0.886, -0.529], [0.249, 1.783, 0.291], [1.734, -0.645, 1.018], [-0.658, -0.983, 1.485], [0.706, -0.760, 2.178], [-1.359, -0.837, -1.018], [-0.292, -1.191, -0.002], [0.017, -2.232, -0.129], [-0.971, -0.932, -2.060], [-2.361, -2.520, -1.173], [-1.220, -1.829, 1.883], [0.719, 0.137, 2.786], [2.308, -1.568, 0.899], [-1.252, -0.076, 1.607], [0.995, -1.579, 2.853], [-1.667, 0.199, -0.866], [0.437, 2.092, -1.883], [2.469, 0.147, 1.164]],
  "multiplicity": 1,
  "smiles": "O=NN(O)N1CCC[C@H]1CO",
  "e_lumo_ev": 0.702,
  "homo_energy_ev": -9.422
}

---

{
  "formula": "C5H11N2",
  "method": "ωB97M-V with the def2-TZVPD basis set",
  "elements": ["N", "N", "C", "C", "C", "C", "C", "H", "H", "H", "H", "H", "H", "H", "H", "H", "H", "H"],
  "xyz": [[1.292, -0.282, 1.161], [0.955, 1.051, -1.013], [-0.237, 0.899, -1.318], [-2.205, -0.556, -1.857], [2.472, -0.768, 1.420], [0.161, -0.158, 2.066], [-1.488, 0.776, -1.365], [0.122, 0.943, 2.190], [3.296, -0.591, 0.744], [-2.786, -0.408, -2.749], [-1.506, -1.324, -2.150], [1.209, 0.540, -0.038], [-0.762, -0.470, 1.428], [-2.105, 1.673, -1.081], [2.540, -1.296, 2.343], [0.259, -0.706, 2.946], [-2.845, -0.939, -1.182], [1.628, 1.615, -1.547]],
  "total_charge": 1,
  "multiplicity": 1,
  "e_lumo_ev": -3.611,
  "homo_energy_ev": -14.134
}

---

Largest force on an atom in eV Å⁻¹, matching the order above: 0.86 4.14
Kohn-Sham gap in hartree, matching the order above: 0.3720 0.3867
ΔE to the lowest compared entry with this formula, charge and spin in kJ/mol, matching the order above: 420.9 278.4